{"formula": "C31H41N5SYb", "method": "ωB97M-V with the def2-TZVPD basis set", "symbols": ["C", "N", "H", "N", "C", "H", "H", "C", "H", "H", "H", "C", "H", "S", "H", "C", "C", "C", "H", "C", "C", "H", "C", "C", "H", "C", "H", "H", "C", "C", "H", "H", "H", "H", "C", "C", "H", "H", "H", "H", "H", "H", "H", "C", "C", "H", "C", "H", "C", "C", "H", "C", "H", "H", "H", "C", "H", "C", "H", "H", "C", "H", "H", "H", "C", "C", "N", "H", "H", "H", "C", "H", "Yb", "C", "H", "C", "C", "N", "N"], "coordinates": [[-2.3358, -0.2458, -1.3461], [1.4119, 0.0428, -2.3194], [-2.0998, -3.3050, -0.1479], [2.2803, 1.4569, 0.0213], [-1.4070, -2.5668, -0.5861], [3.2831, -1.6378, 1.6601], [2.4851, -6.7026, 2.2381], [2.8768, 2.1115, 1.0220], [-1.3139, -2.7926, -1.6541], [-2.8517, 7.0769, 0.6687], [0.7619, -6.4022, -0.7813], [-1.6727, -1.2194, 2.2097], [-2.0668, 2.8973, -1.2735], [-0.1107, 3.6207, 0.5875], [3.8830, 3.9020, 1.6618], [1.5824, -0.8522, -1.3179], [2.4924, -3.0421, 0.2442], [-1.0224, 5.5013, 3.9901], [0.0598, -3.8488, -3.1343], [1.4174, -0.6718, -3.5350], [-2.5996, 0.7018, 0.7498], [0.0447, -5.5562, -2.7077], [1.9625, -3.2336, -1.0813], [-2.9718, 2.2492, -1.2862], [-1.9121, -1.3600, -3.1203], [1.6754, -5.2924, 0.8236], [1.2683, -0.1581, -4.4691], [-0.7989, 4.7380, 4.7477], [-2.9019, 1.6429, 1.8545], [-1.8922, -1.1817, -0.3662], [0.9071, 1.9274, -3.0483], [-0.6597, 6.4677, 4.3620], [-2.1726, 1.5536, 2.6714], [-1.3031, 0.3057, -3.1933], [1.3273, -4.4268, -1.4513], [3.1707, -1.8819, 0.6061], [-3.2763, 2.1346, -2.3326], [0.6120, 4.7848, 2.8571], [-2.9048, 2.6849, 1.5169], [1.0338, -7.2624, 1.3807], [-3.7538, 2.8053, -0.7564], [-2.5193, 4.8266, 0.4309], [3.4877, 5.0664, -0.5434], [1.1415, 1.4167, -2.1161], [3.1198, 4.0594, -0.3681], [2.6431, -3.9601, 2.2157], [3.3516, 3.4176, 0.8493], [-0.9862, -2.0642, 2.0744], [-2.0293, -0.5850, 0.9162], [0.6913, -4.6738, -2.7852], [-2.5633, -1.6137, 2.7234], [2.4056, 3.4153, -1.3644], [-1.1977, -0.5098, 2.8996], [-1.8200, 7.1309, 2.1247], [1.7043, -0.5699, -0.2671], [2.2856, -4.0980, 1.1886], [-3.8955, 1.4250, 2.2786], [-0.9379, 4.7301, 1.6203], [3.7766, -1.3342, -0.1134], [1.4377, -4.8924, -3.5595], [-2.7792, 0.9277, -0.6520], [2.9544, 1.5914, 1.9805], [2.1744, 3.8647, -2.3279], [0.9008, -6.0634, 2.6845], [1.7340, -1.9365, -3.2475], [-2.1269, -0.3293, -2.8120], [1.8605, -2.0588, -1.8544], [-0.4287, -2.7395, -0.1113], [-3.5103, 6.5469, 2.2301], [-2.1043, 5.5530, 3.8370], [1.5129, -6.3928, 1.8361], [-3.0393, 0.0063, -3.3252], [-0.5268, 0.8156, -0.3858], [1.9630, 2.0815, -1.1411], [1.9009, -2.7688, -3.9135], [-2.6070, 6.5729, 1.6106], [1.2287, -5.4555, -0.4939], [-2.1738, 5.2000, 1.3155], [-0.3223, 5.1779, 2.7388]], "forces_ev_per_angstrom": [[-1.0, -0.3, 0.9], [-0.7, -1.7, 0.0], [0.2, 0.1, -0.2], [-1.1, -0.2, 0.0], [0.2, -0.6, 0.1], [0.4, -0.3, -0.1], [-0.1, 0.0, -0.1], [0.4, 1.1, -0.9], [0.1, 0.0, 0.2], [0.0, 0.2, 0.1], [0.1, 0.3, 0.0], [0.0, -0.4, 0.6], [-0.2, -0.3, 0.0], [-0.3, -0.3, -0.1], [-0.1, 0.1, -0.1], [0.2, 0.7, -1.1], [0.8, 0.5, 0.5], [0.6, -0.4, -0.2], [0.2, -0.1, 0.1], [0.2, 1.8, 0.7], [-0.7, -0.5, -0.5], [0.1, 0.2, 0.0], [-0.2, -1.5, 0.6], [-0.4, 0.7, -0.4], [-0.1, 0.2, 0.0], [0.4, 1.1, 0.3], [0.1, -0.1, 0.0], [-0.2, 0.0, 0.1], [-0.4, 0.4, 0.4], [-0.7, 0.2, 0.0], [0.3, 0.0, 0.2], [-0.2, -0.1, 0.1], [-0.1, 0.1, -0.2], [-0.2, -0.1, 0.1], [0.2, 0.1, 0.9], [0.2, -0.3, 0.4], [-0.1, 0.1, 0.1], [-0.7, 0.2, -0.1], [0.1, -0.2, 0.2], [0.0, 0.0, 0.1], [0.1, 0.1, -0.2], [0.3, 0.3, 0.5], [-0.1, -0.1, 0.1], [0.2, 0.5, -0.8], [-0.1, -0.3, -0.6], [-0.1, 0.0, -0.4], [-0.1, -0.8, 0.4], [-0.1, 0.2, 0.0], [-0.9, -0.1, -0.5], [-0.3, -0.3, -0.3], [0.2, 0.1, 0.0], [0.1, -0.4, 0.4], [-0.1, -0.1, -0.1], [-0.1, -0.1, -0.1], [0.1, -0.4, -0.5], [-0.8, -0.8, -0.2], [0.1, 0.1, 0.0], [1.0, -2.0, -1.3], [-0.5, 0.2, 0.2], [-0.1, 0.1, 0.0], [-0.9, -1.2, 0.5], [0.1, 0.0, -0.4], [0.1, 0.1, 0.3], [0.1, -0.1, -0.1], [0.5, -1.2, 1.1], [-0.3, -0.1, -0.7], [-0.7, 0.7, -1.8], [-0.2, -0.1, -0.2], [0.1, 0.2, 0.0], [0.3, -0.1, 0.0], [0.0, -0.1, 0.1], [0.2, -0.1, -0.1], [4.6, 2.5, 0.9], [1.1, 1.1, 0.4], [0.0, 0.2, 0.2], [0.1, -0.4, -0.6], [-0.2, -0.2, -0.6], [-2.4, 0.7, -0.5], [1.2, 1.3, 2.0]], "e_homo_ev": [-0.5, -2.7], "s_squared": 0.755, "total_charge": -1, "orbital_gap_ev": [3.0, 5.2], "multiplicity": 2}

{"formula": "C31H42AsBrF9IrN3O2SbSi2", "method": "ωB97M-V with the def2-TZVPD basis set", "symbols": ["C", "C", "Si", "N", "F", "Br", "C", "H", "H", "H", "C", "H", "H", "H", "H", "H", "C", "H", "Si", "H", "H", "H", "C", "H", "Ir", "F", "F", "H", "F", "H", "C", "C", "H", "H", "F", "C", "F", "C", "H", "H", "C", "H", "H", "C", "C", "C", "H", "H", "H", "N", "C", "Sb", "H", "H", "H", "N", "C", "O", "C", "C", "H", "H", "C", "H", "H", "C", "C", "C", "F", "C", "C", "C", "C", "F", "F", "C", "H", "H", "H", "H", "H", "C", "H", "H", "H", "H", "H", "H", "C", "C", "C", "As", "O"], "coordinates": [[-0.4205, 3.7577, 0.0707], [-0.3209, 6.5842, -3.0148], [-2.5339, 0.5407, 3.2172], [0.1675, 6.1876, 0.4875], [-1.4304, -3.5969, -3.7580], [1.6978, 4.5477, -6.0027], [-3.3683, 1.5880, 1.9149], [1.9046, 4.9498, -1.0466], [-0.3994, 6.4504, -5.1549], [4.7800, 0.0873, -2.3267], [-1.4678, -2.4474, -3.0866], [3.7139, -2.0022, -3.3175], [5.3099, 1.8951, -0.7233], [-2.5437, -3.3196, 4.5290], [5.2653, -2.3489, -2.5638], [1.7496, -3.9200, 3.4964], [-0.7326, -2.5324, -1.7051], [0.7507, -2.2956, 5.7334], [-0.3536, -2.6469, 3.5698], [1.7396, 2.9969, 3.2534], [4.8091, 3.5754, -0.8100], [3.4805, 1.7858, -3.9986], [1.1622, 3.2138, 2.3648], [-1.3656, -4.6367, 4.6089], [0.3244, -0.3532, 0.3141], [-0.9021, -1.5071, -3.8514], [1.3325, -2.5929, -2.8602], [0.8950, -0.8472, 4.7317], [-2.7119, -2.7355, -0.3889], [3.7698, -2.7654, -1.7340], [-1.7780, 2.7578, -1.6532], [4.5488, 2.5637, -1.1258], [2.6338, 4.1153, -3.2465], [-0.6224, -1.1969, 5.5725], [-2.7453, -2.0990, -2.9139], [0.8237, 4.5188, 2.0020], [1.3695, -3.0980, -0.7589], [0.2969, 6.1400, -1.8460], [-2.4907, 2.8327, -2.4618], [-2.1583, -4.2522, 3.0795], [1.0829, -3.5041, 2.7377], [0.7447, -4.3194, 2.0988], [-1.3863, 1.1635, 5.3192], [4.2715, -0.6486, -1.7031], [-1.7378, -3.8179, 3.9884], [-0.0409, 2.4553, 0.4246], [2.4151, 2.9189, -0.9831], [-1.8509, 2.5901, 4.3871], [-4.3419, -1.1138, 3.6212], [-0.2178, 6.6227, -0.6272], [0.6451, -3.2221, -1.8979], [2.3965, 0.2951, -1.2748], [3.2045, 0.1124, -4.4767], [-1.7360, 4.8444, -1.2724], [-2.6482, 2.1286, 1.2967], [-0.4549, 1.3609, -0.2877], [1.1377, 5.2105, -4.3238], [-0.5589, -1.2515, -1.2991], [2.7097, 1.0617, -4.2664], [-1.6054, -3.3915, -0.7386], [4.6284, 2.5302, -2.2134], [-3.3524, -0.9003, 5.0701], [-1.3502, 3.8769, -0.9921], [-4.5394, 0.3256, 4.6228], [1.6684, -2.8159, 2.1222], [1.6504, 0.9174, -3.1796], [1.7931, 4.7941, -3.1730], [-1.4343, 1.5829, 4.3129], [-1.9646, -4.5550, -1.2747], [0.1443, 4.8295, 0.8350], [0.0895, 6.1145, -4.2510], [1.3768, 5.2571, -1.9394], [3.1519, 2.1961, -0.6308], [-0.9267, -3.6639, 0.3947], [0.5894, -4.5103, -2.2019], [4.2448, -2.0178, -2.3669], [-1.5594, 0.5847, -1.8186], [1.1611, 1.8757, -2.9811], [3.1258, 2.2146, 0.4581], [-1.1333, 7.2950, -2.9342], [-4.0181, 2.3238, 2.3942], [-3.8056, -0.3791, 4.2245], [-0.4135, 1.6628, 3.9405], [2.2547, 1.4059, -5.1956], [1.1461, 5.3619, 2.6007], [4.7954, -0.6884, -0.7469], [0.8751, 0.2078, -3.4687], [-3.9824, 0.9729, 1.2537], [0.2154, -1.6455, 5.0364], [0.7834, 2.1617, 1.5499], [-1.2880, 1.4939, -1.3011], [-1.2710, -1.0777, 2.0236], [1.1037, 0.9104, 1.7614]], "forces_ev_per_angstrom": [[-0.1, 0.1, -0.2], [0.0, 0.0, 0.1], [-0.3, 0.3, 0.1], [-2.9, -0.4, 0.9], [0.0, 0.0, 0.0], [0.0, 0.0, 0.0], [0.1, -0.1, -0.1], [0.0, 0.0, 0.0], [0.0, 0.0, 0.0], [0.0, 0.0, 0.0], [0.1, 0.0, -0.1], [0.0, 0.0, 0.0], [0.0, 0.0, 0.0], [0.0, 0.0, 0.0], [0.0, 0.0, 0.0], [0.0, 0.0, 0.0], [0.0, 0.0, -0.1], [0.0, 0.0, 0.0], [0.1, -0.1, 0.1], [0.0, 0.1, 0.0], [0.0, 0.0, 0.0], [0.0, 0.0, 0.0], [-0.1, -0.1, 0.0], [0.0, 0.0, 0.0], [0.5, 0.3, -0.2], [0.0, 0.0, 0.0], [0.0, 0.0, 0.0], [0.0, 0.0, 0.0], [0.1, 0.1, 0.1], [0.0, 0.0, 0.0], [0.0, 0.1, 0.0], [0.0, -0.1, -0.1], [0.0, 0.0, 0.0], [0.0, 0.0, 0.0], [0.0, 0.0, 0.0], [0.2, 0.1, -0.1], [0.0, 0.0, 0.0], [-0.9, -1.1, -0.2], [0.0, 0.0, 0.0], [0.0, 0.0, 0.0], [-0.1, 0.1, -0.1], [0.0, 0.0, 0.0], [0.0, 0.0, 0.0], [-0.1, -0.2, 0.1], [0.0, 0.0, -0.1], [0.1, 0.0, 0.3], [0.0, 0.0, 0.0], [0.0, 0.0, 0.0], [0.0, 0.0, 0.0], [2.3, 1.5, -0.2], [0.0, 0.0, 0.0], [0.0, 0.5, -0.2], [0.0, 0.0, 0.0], [0.0, 0.0, 0.0], [0.0, 0.0, 0.0], [-0.2, 0.0, 0.0], [0.0, 0.0, 0.0], [-0.2, -0.1, 0.0], [0.0, -0.1, 0.0], [-0.1, 0.0, -0.1], [0.0, 0.0, 0.0], [0.0, 0.0, 0.0], [0.1, -0.1, 0.1], [0.0, 0.0, 0.0], [0.1, 0.0, 0.1], [-0.1, -0.1, 0.0], [0.1, 0.1, 0.0], [0.1, -0.2, 0.0], [0.0, 0.0, 0.0], [1.3, -0.2, -0.6], [0.0, 0.0, -0.1], [0.1, 0.1, 0.0], [0.1, 0.0, 0.1], [0.0, 0.0, 0.0], [0.0, 0.0, 0.1], [0.0, 0.0, 0.0], [0.0, 0.0, 0.0], [0.0, 0.0, 0.0], [0.0, 0.0, 0.0], [0.0, 0.0, 0.0], [0.0, 0.0, 0.0], [0.1, -0.1, -0.1], [0.0, 0.0, 0.0], [0.0, 0.0, 0.0], [0.1, -0.1, 0.0], [0.0, 0.0, 0.0], [0.0, 0.0, 0.0], [0.0, 0.0, 0.0], [0.0, 0.1, -0.1], [-0.1, 0.0, -0.1], [0.0, -0.1, 0.0], [-0.1, 0.4, 0.1], [0.2, -0.6, 0.1]], "e_homo_ev": [-9.7, -9.7], "s_squared": 0.755, "total_charge": 1, "orbital_gap_ev": [5.4, 5.1], "multiplicity": 2}

Relative energy (zero: lowest compared OMol25 entry of this formula, charge and spin) in kcal/mol, matching the order above: 0.0, 20.6